# C3H3N2O4

The ion C3H3N2O4 with charge -1 in a non-equilibrium geometry (ωB97M-V/def2-TZVPD, OMol25).

Each atom is followed by the atoms it is bonded to, with distances in Å.
Cartesian coordinates (Å):
1 C -0.658 -1.090 -0.622  N4 1.224, O7 1.417, H10 1.160
2 C 0.623 0.795 -0.369  C3 1.512, N5 1.358, O8 1.231
3 C 1.374 -0.445 0.061  C2 1.512, O6 1.207, O7 1.306
4 N -1.668 -0.895 0.041  C1 1.224, H11 1.093
5 N -0.140 1.340 0.614  C2 1.358, O9 1.354, H12 0.924
6 O 2.499 -0.486 0.495  C3 1.207
7 O 0.604 -1.486 -0.114  C1 1.417, C3 1.306
8 O 0.845 1.377 -1.430  C2 1.231
9 O -0.628 0.611 1.645  N5 1.354
10 H -0.541 -1.304 -1.756  C1 1.160
11 H -1.622 -0.465 1.044  N4 1.093
12 H -0.688 2.049 0.391  N5 0.924

Output
Highest occupied orbital energy (alpha / beta) (Eh): -0.02311 / -0.19022
Multiplicity: 3
Kohn-Sham gap (alpha / beta) (eV): 4.81 / 7.79
E (eV): -14325.3541
E_LUMO (alpha / beta) (hartree): 0.154 / 0.096
<S²>: 2.0124
Net charge: -1